(1)
Entry from the OMol25 dataset: one molecule with the formula C14H18N2O5S2 in a non-equilibrium geometry (ωB97M-V/def2-TZVPD).

Each line ends with the Löwdin charge.
Cartesian coordinates (Å):
C (-1.1862, 0.0051, -5.5234)  -0.379
S (-1.0562, -0.3259, -3.7359)  0.992
C (0.2254, -1.4934, -3.7661)  -0.517
N (0.7430, -1.8025, -4.9497)  0.049
C (1.7208, -2.6841, -5.0059)  -0.127
C (2.2527, -3.3197, -3.8915)  -0.052
C (1.7203, -3.0094, -2.6523)  0.010
C (0.6847, -2.0851, -2.5707)  -0.120
C (0.0651, -1.6910, -1.3055)  -0.460
O (-0.8058, -0.8525, -1.2170)  0.033
O (0.5252, -2.3758, -0.2437)  0.015
C (0.0230, -1.9123, 0.9939)  -0.071
C (0.5303, -0.4840, 1.2289)  -0.424
O (1.4733, -0.0508, 0.6006)  0.089
N (-0.1213, 0.2303, 2.1742)  -0.068
C (-1.2503, -0.2785, 2.9244)  -0.029
C (0.2875, 1.6099, 2.3815)  -0.292
C (-0.8378, 2.5835, 1.9393)  -0.157
C (-0.8259, 3.8114, 2.8195)  -0.199
S (-0.5775, 3.0418, 4.4448)  0.675
O (-1.7608, 2.3105, 4.8147)  -0.317
O (-0.0284, 3.9474, 5.4125)  -0.316
C (0.6801, 1.8759, 3.8338)  -0.139
H (-1.9772, 0.7378, -5.6404)  0.027
H (-1.4334, -0.9137, -6.0426)  0.030
H (-0.2426, 0.3960, -5.8860)  0.030
H (2.0956, -2.8870, -6.0009)  0.110
H (3.0569, -4.0301, -3.9936)  0.100
H (2.0926, -3.4650, -1.7480)  0.123
H (-1.0707, -1.9389, 0.9794)  0.126
H (0.4151, -2.5900, 1.7546)  0.146
H (-1.5407, 0.4500, 3.6808)  0.069
H (-2.1096, -0.4584, 2.2738)  0.103
H (-0.9902, -1.2125, 3.4249)  0.102
H (1.1593, 1.7440, 1.7319)  0.147
H (-1.8017, 2.0883, 2.0605)  0.114
H (-0.7155, 2.8271, 0.8842)  0.130
H (-1.7556, 4.3683, 2.7999)  0.111
H (0.0211, 4.4674, 2.6447)  0.110
H (1.6335, 2.3856, 3.9247)  0.109
H (0.6818, 0.9805, 4.4456)  0.116

Its structure (SMILES) is CSc1ncccc1C(=O)OCC(=O)N(C)[C@H]1CCS(=O)(=O)C1. As for the total energy: -1826.381020 Eh. The value obtained for the HOMO energy is -8.36 eV.

***

(2)
Entry from the OMol25 dataset: C33H34BrCoN6O6Sb as an isolated structure (ωB97M-V/def2-TZVPD).

Each line ends with the Löwdin spin population.
Cartesian coordinates (Å):
Co (0.9566, -1.7154, 0.6108)  0.935
O (-1.2217, 2.9776, 4.9726)  0.000
C (-0.5696, 3.2371, 3.9519)  0.000
O (-0.2313, 4.3036, 3.4154)  0.000
C (-0.1109, 1.9746, 3.1649)  -0.002
C (0.6402, 2.1160, 2.0045)  0.000
C (0.9680, 0.9862, 1.2797)  -0.002
N (0.5747, -0.2228, 1.6936)  -0.009
C (-0.1226, -0.3887, 2.8223)  -0.002
C (-0.4833, 0.7041, 3.5900)  0.000
C (-0.4403, -1.8122, 3.0816)  -0.001
C (-1.1647, -2.2597, 4.1742)  0.000
C (-1.4068, -3.6187, 4.3004)  -0.001
C (-0.9232, -4.4891, 3.3369)  0.000
C (-0.2093, -3.9669, 2.2712)  -0.001
N (0.0267, -2.6653, 2.1482)  0.003
C (1.7376, 0.9286, 0.0197)  -0.001
C (2.3486, 2.0238, -0.5676)  0.000
C (3.0471, 1.8389, -1.7504)  -0.001
C (3.1098, 0.5747, -2.3122)  0.000
C (2.4829, -0.4743, -1.6600)  -0.001
N (1.8189, -0.3020, -0.5211)  0.001
H (0.9104, 3.1226, 1.7121)  0.000
H (-1.0605, 0.6387, 4.5034)  0.000
H (-1.5316, -1.5566, 4.9081)  0.000
H (-1.9701, -3.9925, 5.1448)  0.000
H (-1.0946, -5.5538, 3.4013)  0.000
H (0.1890, -4.5938, 1.4825)  0.000
H (2.2786, 2.9981, -0.1047)  0.000
H (3.5351, 2.6778, -2.2290)  0.000
H (3.6390, 0.3930, -3.2364)  0.000
H (2.5147, -1.4875, -2.0402)  0.000
C (-2.8665, -0.3108, 0.2187)  0.000
C (-2.1607, -1.2510, -0.6908)  0.003
N (-0.9551, -1.7475, -0.5154)  0.038
C (-0.7372, -2.6366, -1.5362)  0.001
C (-1.8264, -2.6616, -2.3630)  0.000
N (-2.7117, -1.7765, -1.8079)  0.001
C (-2.2059, -3.3740, -3.6104)  0.000
O (-1.3343, -4.2286, -4.0945)  0.000
O (-3.2810, -3.1430, -4.1138)  0.000
C (0.5205, -3.4305, -1.5608)  0.000
O (0.7146, -4.2342, -2.4799)  -0.001
O (1.3286, -3.2129, -0.5941)  -0.005
H (-2.1419, 0.1932, 0.8552)  0.000
H (-3.5761, -0.8500, 0.8497)  0.000
H (-3.4137, 0.4471, -0.3414)  0.000
H (-3.6193, -1.5900, -2.2084)  0.000
H (-0.5093, -4.2837, -3.5144)  0.000
C (-2.0439, 3.9494, 0.5396)  0.000
C (-1.0507, 4.0473, -0.6165)  0.000
Sb (-1.1509, 2.2956, -1.8641)  0.000
C (-3.0678, 2.7602, -2.7385)  0.000
C (-3.3409, 1.9170, -3.9800)  0.000
C (0.0234, 3.0078, -3.5374)  0.000
C (-0.3972, 4.3514, -4.1197)  0.000
H (-1.9443, 4.7888, 1.2276)  0.000
H (-1.8836, 3.0457, 1.1315)  0.000
H (-3.0732, 3.9269, 0.1728)  0.000
H (-0.0298, 4.1419, -0.2394)  0.000
H (-1.2508, 4.9287, -1.2280)  0.000
H (-3.0894, 3.8267, -2.9688)  0.000
H (-3.8310, 2.5874, -1.9769)  0.000
H (-2.6087, 2.1139, -4.7657)  0.000
H (-4.3289, 2.1196, -4.3979)  0.000
H (-3.2916, 0.8473, -3.7607)  0.000
H (-0.0179, 2.2230, -4.2961)  0.000
H (1.0584, 3.0427, -3.1927)  0.000
H (-1.4185, 4.3230, -4.5024)  0.000
H (0.2500, 4.6440, -4.9499)  0.000
H (-0.3494, 5.1459, -3.3736)  0.000
Br (6.6950, -3.4334, 4.0602)  0.000
C (5.1877, -2.8926, 3.0677)  -0.001
C (4.5876, -1.6736, 3.3284)  0.001
C (3.4805, -1.3266, 2.5733)  0.002
N (2.9714, -2.1024, 1.6162)  0.038
C (3.5673, -3.2731, 1.3759)  0.002
C (4.6783, -3.7124, 2.0770)  0.001
H (4.9633, -1.0106, 4.0937)  0.000
H (2.9818, -0.3802, 2.7507)  0.000
H (3.1320, -3.8683, 0.5827)  0.000
H (5.1299, -4.6669, 1.8498)  0.000

As for the total energy: -6255.087509 Eh. The value obtained for the HOMO energy (alpha / beta) is -8.28 / -8.28 eV. Its spin multiplicity is 2.

***

(3)
Entry from the OMol25 dataset: one molecule with the formula C5H7N3S in a non-equilibrium geometry (ωB97M-V/def2-TZVPD).

Each line ends with the Löwdin charge.
Cartesian coordinates (Å):
C (0.7387, -1.3980, 3.1171)  0.027
C (0.3524, -1.2182, 1.6900)  -0.345
N (0.1374, -2.1910, 0.8133)  0.102
C (-0.2043, -1.4842, -0.3578)  -0.099
C (-0.1835, -0.1206, -0.2331)  -0.292
C (-0.4487, 1.0231, -1.0222)  -0.901
N (-1.6643, 1.5649, -0.8711)  0.064
S (0.5680, 1.5757, -2.2102)  0.636
N (0.2239, 0.0803, 1.1628)  0.197
H (0.7201, -2.4355, 3.0884)  0.077
H (1.7182, -1.0979, 3.1219)  0.069
H (0.2261, -0.8522, 3.6853)  0.011
H (-0.5695, -2.0552, -1.3241)  0.149
H (-2.2584, 1.1370, -0.0199)  0.192
H (-1.8514, 2.2784, -1.5623)  0.083
H (0.5209, 0.8216, 1.4747)  0.031

Its structure (SMILES) is Cc1ncc(C(N)=S)[nH]1. As for the total energy: -757.102807 Eh. The value obtained for the HOMO energy is -8.31 eV.

***

The evaluated relative energy (zero: lowest compared OMol25 entry of this formula, charge and spin) for the records listed, in turn: 0.549, 0.000, 1.161 eV.